No. 1
ORCA calculation (ωB97M-V/def2-TZVPD) on a 2-piece molecular cluster, C6H15N2 overall.

Output
Maximum force: 1.3 eV/Å
⟨S²⟩: 0.758
Frontier orbital gap (alpha / beta): 9.36 / 7.68 eV
HOMO level (alpha / beta): -0.3066 / -0.3153 hartree
Multiplicity: 2
LUMO (alpha / beta): 1.0161 / -0.9015 eV

```
23
C6H15N2, DFT ωB97M-V/def2-TZVPD
C 1.808 -1.186 -1.048
C 1.520 -1.122 0.448
C 0.607 0.034 0.930
N -2.545 0.426 -1.160
C -1.182 0.531 -0.703
C -0.781 -0.087 0.417
C -1.752 -0.831 1.295
N 1.944 2.014 -0.144
H 0.889 -1.199 -1.635
H 2.386 -2.074 -1.312
H 2.428 -1.134 1.052
H 0.993 -2.063 0.656
H 1.185 1.037 0.476
H 0.645 0.002 2.020
H -3.056 1.241 -0.834
H -2.585 0.458 -2.170
H -0.500 1.216 -1.197
H -1.537 -1.903 1.342
H -1.667 -0.461 2.320
H -2.782 -0.713 0.976
H 2.369 -0.322 -1.400
H 2.879 2.064 0.264
H 1.558 2.954 -0.032
```

Atomic partial charges in e from the Mulliken method, atoms 1 to 8: number 1, C, carries -1.1032; number 2, C, carries -0.5006; number 3, C, carries -0.1140; number 4, N, carries -0.6186; number 5, C, carries -0.2295; number 6, C, carries 0.3890; number 7, C, carries -1.4360; number 8, N, carries -0.6969



No. 2
ORCA calculation (ωB97M-V/def2-TZVPD) on a 2-piece molecular cluster, C6H15N2 overall.

Output
Maximum force: 1.6 eV/Å
⟨S²⟩: 0.751
Frontier orbital gap (alpha / beta): 3.84 / 9.76 eV
HOMO level (alpha / beta): -0.1120 / -0.3337 hartree
Multiplicity: 2
LUMO (alpha / beta): 0.7953 / 0.6789 eV

```
23
C6H15N2, DFT ωB97M-V/def2-TZVPD
C -2.020 0.974 -0.102
C -1.355 1.949 -1.078
C 0.035 1.481 -1.509
C 0.238 0.881 -2.695
H -1.531 0.732 0.846
H -3.022 1.341 0.149
H -2.269 0.033 -0.604
H -1.341 2.957 -0.671
H -1.962 1.969 -1.983
H 0.815 1.673 -0.777
H 1.232 0.685 -3.064
H -0.653 0.568 -3.228
C 0.618 -1.686 1.215
C 1.715 -1.260 1.847
N 2.123 -1.643 3.114
N 0.359 -1.306 -0.163
H -0.128 -2.306 1.683
H 2.386 -0.585 1.331
H 2.573 -0.911 3.651
H 1.381 -1.998 3.705
H -0.241 -0.477 -0.219
H -0.157 -2.039 -0.715
H 1.206 -1.034 -0.734
```

Atomic partial charges in e from the Mulliken method, atoms 1 to 8: number 1, C, carries -1.4515; number 2, C, carries -0.2182; number 3, C, carries -0.5464; number 4, C, carries -0.8090; number 5, H, carries 0.2449; number 6, H, carries 0.3982; number 7, H, carries 0.4194; number 8, H, carries 0.3058



No. 3
ORCA calculation (ωB97M-V/def2-TZVPD) on one molecule with the formula C6H15N2.

Output
Maximum force: 2.0 eV/Å
⟨S²⟩: 0.751
Frontier orbital gap (alpha / beta): 4.52 / 10.36 eV
HOMO level (alpha / beta): -0.1337 / -0.3514 hartree
Multiplicity: 2
LUMO (alpha / beta): 0.8779 / 0.8011 eV

```
23
C6H15N2, DFT ωB97M-V/def2-TZVPD
N -0.309 0.777 -2.467
C -0.118 0.529 -0.974
C -1.484 0.548 -0.282
C -1.448 0.029 1.141
C -1.359 0.837 2.181
C 0.804 -0.648 -0.708
N 1.602 -0.345 0.505
C 2.044 -1.586 1.149
H -0.165 -0.107 -3.009
H 0.304 1.536 -2.874
H -1.264 1.065 -2.792
H 0.467 1.410 -0.700
H -1.997 1.502 -0.328
H -2.035 -0.236 -0.816
H -1.630 -1.029 1.278
H -1.469 0.440 3.182
H -1.063 1.868 2.000
H 1.524 -0.764 -1.518
H 0.228 -1.571 -0.565
H 0.941 0.054 1.167
H 2.692 -1.292 1.976
H 2.698 -2.139 0.475
H 1.250 -2.243 1.522
```

Atomic partial charges in e from the Mulliken method, atoms 1 to 8: number 1, N, carries -0.7498; number 2, C, carries -1.1219; number 3, C, carries -0.8621; number 4, C, carries -0.4414; number 5, C, carries -0.6541; number 6, C, carries -1.1367; number 7, N, carries -0.4490; number 8, C, carries -1.0053



No. 4
ORCA calculation (ωB97M-V/def2-TZVPD) on a 2-piece molecular cluster, C6H15N2 overall.

Output
Maximum force: 3.7 eV/Å
Frontier orbital gap: 9.05 eV
Charge: +1
HOMO level: -0.4533 hartree
LUMO: -3.2881 eV

```
23
C6H15N2, DFT ωB97M-V/def2-TZVPD
C -0.513 -0.408 -3.438
C -0.353 0.007 -1.976
C -1.483 0.114 -1.253
N -1.673 0.613 0.141
H -1.400 -1.038 -3.572
H -0.436 0.387 -4.148
H 0.299 -1.132 -3.533
H 0.651 0.338 -1.658
H -2.392 -0.419 -1.540
H -1.359 1.562 0.324
H -2.631 0.501 0.450
H -1.045 -0.001 0.740
C 1.826 0.720 0.933
C 1.027 -0.162 1.786
C 0.448 -1.366 1.405
N 0.989 0.184 3.225
H 2.537 1.454 1.467
H 1.170 1.491 0.463
H 2.397 0.132 0.153
H -0.077 -1.866 2.212
H 0.693 -2.065 0.592
H 1.075 1.163 3.467
H 0.249 -0.208 3.761
```

Atomic partial charges in e from the Mulliken method, atoms 1 to 8: number 1, C, carries -1.1995; number 2, C, carries 0.0873; number 3, C, carries -0.2011; number 4, N, carries -0.1344; number 5, H, carries 0.3363; number 6, H, carries 0.3186; number 7, H, carries 0.3470; number 8, H, carries 0.2216



No. 5
ORCA calculation (ωB97M-V/def2-TZVPD) on a 2-piece molecular cluster, C6H15N2 overall.

Output
Maximum force: 3.8 eV/Å
Frontier orbital gap: 5.04 eV
Charge: +1
HOMO level: -0.4926 hartree
LUMO: -8.3622 eV

```
23
C6H15N2, DFT ωB97M-V/def2-TZVPD
C 0.715 3.214 -0.548
C 0.303 2.029 0.391
C 0.591 0.713 -0.262
C 0.217 -0.532 0.626
C -0.508 -0.362 1.794
C 0.799 -2.790 1.045
N 0.910 -1.595 0.193
N -1.853 -1.636 -2.531
H 0.695 4.186 -0.064
H -0.030 3.129 -1.342
H 1.679 3.069 -1.043
H 0.869 2.194 1.318
H 0.221 0.437 -1.258
H -0.761 2.221 0.549
H -0.531 0.566 2.332
H -0.846 -1.254 2.290
H 1.040 -3.680 0.470
H 1.585 -2.644 1.794
H -0.116 -3.050 1.584
H -1.726 -1.445 -1.544
H 1.684 0.589 -0.323
H -2.479 -2.442 -2.544
H -2.457 -0.920 -2.927
```

Atomic partial charges in e from the Mulliken method, atoms 1 to 8: number 1, C, carries -1.3711; number 2, C, carries -0.6737; number 3, C, carries -0.0608; number 4, C, carries 0.2801; number 5, C, carries -0.5445; number 6, C, carries -0.8282; number 7, N, carries -0.0672; number 8, N, carries -0.6465



No. 6
ORCA calculation (ωB97M-V/def2-TZVPD) on an isolated ion of composition C6H15N2 and charge +1.

Output
SMILES: CN/C=C/C[C@@H](C)[NH3+]
Maximum force: 1.8 eV/Å
Frontier orbital gap: 7.89 eV
Charge: +1
HOMO level: -0.4112 hartree
LUMO: -3.2956 eV

```
23
C6H15N2, DFT ωB97M-V/def2-TZVPD
C 0.165 2.986 -0.923
C 0.387 1.818 0.000
C -0.644 0.722 -0.250
C -0.191 -0.597 0.349
C -0.236 -1.754 -0.340
N 0.585 -2.820 -0.073
C 0.092 -4.183 -0.234
N 0.030 2.304 1.426
H -0.797 3.495 -0.843
H 0.221 2.601 -1.947
H 0.859 3.813 -0.932
H 1.408 1.480 0.054
H -0.790 0.605 -1.325
H -1.609 1.034 0.167
H 0.459 -0.616 1.223
H -0.878 -1.936 -1.195
H 1.290 -2.619 0.617
H 0.889 -4.923 -0.332
H -0.588 -4.460 0.568
H -0.403 -4.221 -1.204
H -0.281 1.499 1.973
H -0.752 2.951 1.336
H 0.780 2.820 1.885
```

Atomic partial charges in e from the Mulliken method, atoms 1 to 8: number 1, C, carries -1.4509; number 2, C, carries 0.1973; number 3, C, carries -0.8724; number 4, C, carries -0.4530; number 5, C, carries -0.0692; number 6, N, carries -0.2549; number 7, C, carries -0.8399; number 8, N, carries -0.3274



No. 7
ORCA calculation (ωB97M-V/def2-TZVPD) on a 2-piece molecular cluster, C6H15N2 overall.

Output
Maximum force: 6.1 eV/Å
Frontier orbital gap: 9.63 eV
Charge: +1
HOMO level: -0.4576 hartree
LUMO: -2.8179 eV

```
23
C6H15N2, DFT ωB97M-V/def2-TZVPD
C -2.416 0.704 -0.433
C -2.779 -0.624 0.229
C -1.702 0.293 0.719
C 2.558 -0.228 0.642
C 1.396 1.101 -0.869
C 0.160 -0.659 0.448
N -0.050 -1.366 -0.661
N 1.255 0.327 0.409
H -2.122 0.662 -1.421
H -3.093 1.597 -0.227
H -3.687 -0.854 0.857
H -2.501 -1.547 -0.412
H -1.631 0.763 1.758
H 2.559 -0.984 -0.035
H 3.295 0.486 0.509
H 2.686 -0.716 1.718
H 1.556 0.466 -1.804
H 0.546 1.708 -1.055
H 2.319 1.643 -0.704
H 0.351 -1.392 1.362
H -0.445 -0.844 -1.469
H -0.503 -2.311 -0.459
H 0.894 1.087 0.991
```

Atomic partial charges in e from the Mulliken method, atoms 1 to 8: number 1, C, carries -0.7903; number 2, C, carries -0.4902; number 3, C, carries 0.2182; number 4, C, carries -0.8282; number 5, C, carries -0.9612; number 6, C, carries -0.4810; number 7, N, carries -0.5101; number 8, N, carries 0.0667



No. 8
ORCA calculation (ωB97M-V/def2-TZVPD) on a 2-piece molecular cluster, C6H15N2 overall.

Output
Maximum force: 1.2 eV/Å
Frontier orbital gap: 8.57 eV
Charge: +1
HOMO level: -0.4477 hartree
LUMO: -3.6084 eV

```
23
C6H15N2, DFT ωB97M-V/def2-TZVPD
C -2.177 2.392 -0.676
C -2.153 1.268 0.332
C -2.371 1.453 1.633
C -1.838 -0.091 -0.223
H -1.205 2.708 -1.054
H -2.654 3.227 -0.160
H -2.855 2.156 -1.500
H -2.383 0.576 2.270
H -2.445 2.442 2.061
H -1.696 -0.857 0.545
H -0.908 0.013 -0.798
H -2.599 -0.458 -0.918
C 3.751 -0.684 0.422
N 2.664 -1.605 0.111
C 1.622 -1.339 -0.629
N 0.611 -2.151 -0.842
H 4.694 -1.123 0.103
H 3.758 -0.464 1.486
H 3.590 0.229 -0.151
H 2.683 -2.529 0.519
H 1.611 -0.346 -1.067
H 0.599 -3.085 -0.443
H -0.299 -1.732 -1.022
```

Atomic partial charges in e from the Mulliken method, atoms 1 to 8: number 1, C, carries -1.1871; number 2, C, carries 0.8018; number 3, C, carries -0.9762; number 4, C, carries -0.8960; number 5, H, carries 0.2845; number 6, H, carries 0.3713; number 7, H, carries 0.2977; number 8, H, carries 0.2597



No. 9
ORCA calculation (ωB97M-V/def2-TZVPD) on a 2-piece molecular cluster, C6H15N2O overall.

Output
Maximum force: 5.2 eV/Å
Frontier orbital gap: 6.71 eV
Charge: -1
HOMO level: -0.1149 hartree
LUMO: 3.5798 eV

```
24
C6H15N2O, DFT ωB97M-V/def2-TZVPD
C -0.584 2.083 -1.562
C 1.325 -1.776 1.445
C -1.073 -0.996 -0.426
C 0.256 0.782 -1.344
C 1.369 -0.950 0.184
C 0.096 -0.116 -0.066
N -1.952 1.746 2.209
N -1.065 2.431 1.716
O -0.318 3.159 2.487
H -0.121 2.990 -2.009
H -0.848 2.315 -0.546
H -1.348 1.794 -2.166
H 2.311 -2.113 1.669
H 0.746 -1.195 2.171
H 0.705 -2.721 1.385
H -1.817 -0.552 -1.216
H -0.767 -1.899 -0.964
H -1.522 -1.380 0.531
H 1.385 1.169 -1.285
H 0.154 0.322 -2.290
H 2.175 -0.294 0.293
H 1.417 -1.619 -0.592
H -2.171 1.768 3.337
H -0.232 0.492 0.675
```

Atomic partial charges in e from the Mulliken method, atoms 1 to 8: number 1, C, carries -0.9147; number 2, C, carries -1.2692; number 3, C, carries -1.4655; number 4, C, carries -0.9604; number 5, C, carries -0.8468; number 6, C, carries 1.0697; number 7, N, carries -0.5431; number 8, N, carries 0.1380



No. 10
ORCA calculation (ωB97M-V/def2-TZVPD) on an isolated ion of composition C6H15N2OSi and charge +1.

Output
SMILES: CO[Si](C)(C)C1=[NH+]CCN1
Maximum force: 5.1 eV/Å
Frontier orbital gap: 11.18 eV
Charge: +1
HOMO level: -0.5078 hartree
LUMO: -2.6362 eV

```
25
C6H15N2OSi, DFT ωB97M-V/def2-TZVPD
C 0.160 -0.825 -0.251
C 0.426 -3.038 0.178
C 1.481 -2.659 -0.932
C -1.509 2.327 2.246
C -1.240 1.035 -1.721
C 1.196 1.955 0.264
N 0.004 -1.743 0.692
N 0.973 -1.284 -1.198
O -1.489 1.221 1.216
Si -0.502 1.084 0.012
H -0.478 -3.502 -0.294
H 0.791 -3.594 1.009
H 2.521 -2.624 -0.493
H 1.377 -3.309 -1.895
H -0.695 2.992 1.967
H -2.438 2.874 2.133
H -1.443 1.671 3.102
H -1.958 1.799 -1.666
H -0.680 1.457 -2.538
H -1.743 0.149 -2.115
H 1.322 2.754 -0.589
H 1.134 2.467 1.223
H 2.103 1.310 0.154
H -0.617 -1.650 1.481
H 1.305 -0.866 -1.984
```

Atomic partial charges in e from the Mulliken method, atoms 1 to 8: number 1, C, carries 0.0752; number 2, C, carries -0.5371; number 3, C, carries -0.3885; number 4, C, carries -0.5739; number 5, C, carries -1.2751; number 6, C, carries -1.0990; number 7, N, carries -0.1185; number 8, N, carries -0.0504